Computed, not measured: 2 unconnected molecules or ions with the total composition C2H6O, with ωB97M-V with the def2-TZVPD basis set.

ORCA input file:
```
! wB97M-V def2-TZVPD RIJCOSX def2/J DEFGRID3
* xyz 0 1
C -0.147 -0.420 1.461
H -0.992 -0.541 2.137
H -0.219 0.574 1.030
H -0.184 -1.214 0.721
H 0.782 -0.505 2.022
O -0.919 0.119 -1.793
C 0.200 0.528 -1.844
H 0.832 0.372 -2.724
H 0.648 1.088 -1.009
*
```

**Molar mass**: 46.1 g/mol
**Structure (SMILES)**: C=O.C
**Energy above the lowest of the compared OMol25 structures with the same formula, charge and spin**: 0.712 eV
**E_tot**: -4217.7558 eV
**Kohn-Sham gap**: 11.186 eV

Atom charges from the natural (NBO) analysis, given in e for atoms 1 to 8:
1 C -0.8478
2 H 0.2160
3 H 0.2063
4 H 0.2166
5 H 0.2077
6 O -0.4896
7 C 0.2816
8 H 0.1050